Entry 1:
The following is a quantum chemistry calculation of a cluster of 2 separate species, C5H8N2O in total, from OMol25.

Each line ends with the Mulliken charge.
Geometry (Å):
C (-0.43335, -0.01685, -0.30330)  0.283
C (-0.13570, -1.48900, 0.04912)  -0.448
C (1.41899, -1.35168, 0.21533)  -0.647
C (2.05059, -0.24450, -0.17315)  -0.544
C (0.90764, 0.82902, -0.37310)  0.282
H (-2.62265, -0.92889, 0.58387)  0.223
H (-3.23264, 0.69808, 0.46391)  0.297
H (-0.51084, -2.01588, 1.03977)  0.265
H (-0.52833, -2.03430, -0.76100)  0.377
H (2.02517, -2.19145, 0.34363)  0.408
H (3.22169, -0.17728, -0.46328)  0.236
H (1.03488, 1.36068, -1.39667)  0.406
H (0.59408, 2.91411, -0.26858)  0.366
N (-2.71003, -0.14695, 0.04525)  -0.567
N (-1.59603, 0.57100, -0.26535)  -0.396
O (0.91401, 1.63057, 0.68871)  -0.541

Results
LUMO level	-1.322	eV
charge	0
HOMO level	-8.64	eV
frontier orbital gap	7.317	eV


Entry 2:
The following is a quantum chemistry calculation of a structure of composition C11H20I2O4RuS2Y, from OMol25.

Each line ends with the Mulliken spin population.
Geometry (Å):
I (-1.96671, 3.69332, -0.76467)  0.523
I (-2.44571, 2.07874, -2.85345)  0.475
Y (-0.11093, -1.23981, -1.10700)  0.446
Ru (0.43467, 0.63436, 1.33570)  2.011
S (-1.61676, -0.01516, 0.29071)  0.208
S (0.76571, 0.98347, -1.00730)  0.683
C (-0.05308, 0.32749, 3.11199)  -0.129
C (-2.82764, -1.01479, 1.32761)  0.032
C (2.53541, 1.23351, -1.59518)  0.019
C (-3.88886, -1.51610, 0.34033)  0.010
C (-2.15834, -2.17085, 2.06576)  0.006
C (-3.45123, -0.00937, 2.30351)  0.007
C (2.46986, 1.14897, -3.12512)  0.004
C (3.50044, 0.20177, -1.01792)  0.035
C (2.90831, 2.65712, -1.16320)  0.035
C (-0.98856, -2.88782, -1.07753)  0.147
C (1.16430, -1.98701, -2.24862)  0.119
O (-0.31310, 0.16410, 4.22827)  0.027
O (-1.50243, -3.92513, -1.09877)  0.157
O (1.92355, -2.49195, -2.96201)  0.171
H (-3.46799, -2.21056, -0.38961)  0.001
H (-4.34993, -0.68234, -0.19714)  -0.002
H (-4.67098, -2.04249, 0.90017)  -0.001
H (-1.69861, -2.87841, 1.37446)  0.000
H (-2.92033, -2.70586, 2.64639)  0.001
H (-1.39073, -1.81801, 2.75584)  0.002
H (-2.71239, 0.39084, 3.00074)  -0.005
H (-4.22841, -0.51852, 2.88582)  0.004
H (-3.91219, 0.82471, 1.76667)  0.001
H (3.46361, 1.36715, -3.53380)  -0.001
H (1.76212, 1.87890, -3.52868)  -0.004
H (2.17464, 0.15371, -3.46400)  0.000
H (4.50741, 0.40783, -1.40233)  0.005
H (3.22679, -0.81341, -1.30891)  -0.004
H (3.53638, 0.24820, 0.07130)  -0.001
H (3.90746, 2.89267, -1.54848)  0.017
H (2.93136, 2.75805, -0.07624)  -0.002
H (2.20112, 3.38764, -1.56644)  0.008
O (2.34706, 1.13177, 1.81544)  -0.017
H (2.65083, 0.42206, 2.43590)  0.004
H (2.26391, 1.94123, 2.37975)  0.008

Results
LUMO level (alpha / beta)	-15.284 / -17.229	eV
charge	+4
HOMO level (alpha / beta)	-21.53 / -22.76	eV
spin multiplicity	6
frontier orbital gap (alpha / beta)	6.249 / 5.534	eV